# 1
{"formula": "H2INS", "method": "wB97M-V/def2-TZVPD", "multiplicity": 1, "charge": 0, "gap_ev": [6.8, 8.3], "homo_ha": [-0.3351, -0.3462], "relative_energy_kj_mol": 582.5, "fmax_ha_per_bohr": 0.055, "elements": ["H", "H", "N", "I", "S"], "positions_angstrom": [[-0.496, 2.082, -0.116], [0.658, -2.055, -0.389], [-0.746, -0.064, -0.283], [1.876, 0.049, -2.322], [0.649, -0.545, -0.154]], "atomic_forces_ev_per_a": [[0.0, -0.6, 0.0], [-0.1, 2.1, 0.2], [-2.0, 0.7, 0.2], [0.2, -0.2, 0.0], [1.9, -2.0, -0.5]], "mulliken_charge": [0.067, 0.254, -0.281, -0.094, 0.055]}

# 2
{"formula": "H2INS", "method": "wB97M-V/def2-TZVPD", "multiplicity": 1, "charge": 0, "gap_ev": 7.9, "homo_ha": -0.3382, "relative_energy_kj_mol": 413.6, "fmax_ha_per_bohr": 0.112, "elements": ["N", "H", "S", "I", "H"], "positions_angstrom": [[-0.166, 0.211, 0.733], [-1.565, 0.142, -0.152], [0.897, 0.973, -0.531], [0.182, -1.585, 1.551], [0.651, 0.258, -1.601]], "atomic_forces_ev_per_a": [[-3.6, 1.8, -4.0], [3.9, 0.0, 2.7], [-0.5, -0.4, 2.1], [0.4, -0.7, -0.1], [-0.2, -0.7, -0.7]], "mulliken_charge": [-0.529, 0.259, -0.044, 0.185, 0.130]}

# 3
{"formula": "H2IO", "method": "wB97M-V/def2-TZVPD", "multiplicity": 1, "charge": -1, "gap_ev": 7.4, "homo_ha": -0.1285, "relative_energy_kj_mol": 10.1, "fmax_ha_per_bohr": 0.023, "elements": ["O", "H", "H", "I"], "positions_angstrom": [[0.585, -3.504, 1.555], [0.720, -4.134, 0.810], [0.480, -2.627, 1.122], [-0.031, 0.182, -0.078]], "atomic_forces_ev_per_a": [[0.1, -0.3, -1.0], [-0.2, 0.9, 0.8], [0.0, -0.4, 0.2], [0.0, -0.2, 0.0]], "mulliken_charge": [-0.664, 0.297, 0.297, -0.930]}

# 4
{"formula": "H2IO2PS", "method": "wB97M-V/def2-TZVPD", "multiplicity": 1, "charge": 0, "gap_ev": 8.2, "homo_ha": -0.3305, "smiles": "OP(O)(=S)I", "relative_energy_kj_mol": 74.1, "fmax_ha_per_bohr": 0.089, "elements": ["H", "H", "I", "S", "P", "O", "O"], "positions_angstrom": [[0.690, 1.995, 1.368], [-0.556, -0.324, -0.743], [-1.018, 0.073, 3.194], [2.177, -1.103, 1.088], [0.258, -0.159, 1.129], [0.349, 1.309, 0.660], [-0.874, -0.680, 0.084]], "atomic_forces_ev_per_a": [[-0.8, -2.1, -2.1], [-0.1, 0.0, -1.1], [0.3, -0.4, -0.3], [-3.7, 1.5, 0.3], [2.6, -3.4, 0.4], [1.0, 4.3, 1.4], [0.8, 0.0, 1.4]], "mulliken_charge": [0.376, 0.330, 0.010, -0.364, 0.537, -0.462, -0.427]}

# 5
{"formula": "H2IOP", "method": "wB97M-V/def2-TZVPD", "multiplicity": 1, "charge": 0, "gap_ev": 9.1, "homo_ha": -0.3395, "smiles": "OPI", "relative_energy_kj_mol": 0.0, "fmax_ha_per_bohr": 0.071, "elements": ["O", "H", "H", "P", "I"], "positions_angstrom": [[0.573, -0.843, -0.691], [1.112, 0.709, 1.039], [-0.107, -0.953, -1.303], [0.092, -0.250, 0.828], [-1.670, 1.336, 0.126]], "atomic_forces_ev_per_a": [[2.0, 1.0, 2.9], [0.1, 0.1, -0.4], [-1.9, -0.3, -1.4], [-0.3, -0.8, -1.2], [0.2, 0.0, 0.1]], "mulliken_charge": [-0.472, 0.090, 0.314, 0.153, -0.085]}

# 6
{"formula": "H2IOP", "method": "wB97M-V/def2-TZVPD", "multiplicity": 1, "charge": 0, "gap_ev": 8.7, "homo_ha": -0.3576, "smiles": "O=P.I", "relative_energy_kj_mol": 160.3, "fmax_ha_per_bohr": 0.055, "elements": ["P", "H", "O", "H", "I"], "positions_angstrom": [[-2.327, -0.308, -0.015], [3.397, -0.588, -1.146], [-3.258, 0.711, -0.431], [-1.821, -0.012, 1.408], [4.009, 0.197, 0.184]], "atomic_forces_ev_per_a": [[1.9, -1.8, 1.1], [0.4, 0.5, 0.8], [-1.3, 1.7, -0.2], [-0.5, 0.1, -0.9], [-0.4, -0.5, -0.8]], "mulliken_charge": [0.335, 0.102, -0.368, 0.033, -0.102]}

# 7
{"formula": "H2IOP", "method": "wB97M-V/def2-TZVPD", "multiplicity": 1, "charge": 0, "gap_ev": 9.2, "homo_ha": -0.3375, "smiles": "OPI", "relative_energy_kj_mol": 39.5, "fmax_ha_per_bohr": 0.085, "elements": ["H", "H", "I", "O", "P"], "positions_angstrom": [[-0.363, 0.785, 1.042], [-1.535, -0.726, -0.330], [2.330, -0.246, 0.045], [-0.653, -0.640, -0.547], [0.221, 0.827, -0.210]], "atomic_forces_ev_per_a": [[0.4, 0.5, 1.3], [-2.9, 0.2, 1.0], [0.5, -0.2, 0.4], [4.0, 1.0, -1.5], [-2.1, -1.6, -1.2]], "mulliken_charge": [0.063, 0.301, 0.010, -0.498, 0.124]}

# 8
{"formula": "H2LiO", "method": "wB97M-V/def2-TZVPD", "multiplicity": 1, "charge": 1, "gap_ev": 8.3, "homo_ha": -0.5185, "relative_energy_kj_mol": 127.8, "fmax_ha_per_bohr": 0.021, "elements": ["H", "O", "H", "Li"], "positions_angstrom": [[-0.204, 1.584, 1.000], [-0.558, 0.808, 0.510], [-1.374, 1.142, 0.073], [2.136, -3.534, -1.583]], "atomic_forces_ev_per_a": [[-0.4, -0.8, -0.5], [-0.4, 1.0, 0.0], [0.9, -0.3, 0.5], [0.0, 0.1, 0.0]], "mulliken_charge": [0.339, -0.679, 0.339, 1.000]}

# 9
{"formula": "H2LiO", "method": "wB97M-V/def2-TZVPD", "multiplicity": 1, "charge": 1, "gap_ev": 8.8, "homo_ha": -0.5369, "relative_energy_kj_mol": 120.5, "fmax_ha_per_bohr": 0.020, "elements": ["H", "O", "H", "Li"], "positions_angstrom": [[0.598, -1.627, -0.529], [0.109, -0.795, -0.339], [-0.663, -0.816, -0.949], [-0.045, 3.238, 1.818]], "atomic_forces_ev_per_a": [[-0.5, 0.9, 0.2], [-0.4, -0.6, -0.7], [0.9, -0.1, 0.6], [0.0, -0.1, 0.0]], "mulliken_charge": [0.340, -0.681, 0.341, 1.000]}

# 10
{"formula": "H2N2O2", "method": "wB97M-V/def2-TZVPD", "multiplicity": 1, "charge": -2, "gap_ev": [5.4, 5.4], "homo_ha": [0.0987, 0.0990], "relative_energy_kj_mol": 718.2, "fmax_ha_per_bohr": 0.143, "elements": ["O", "H", "H", "N", "O", "N"], "positions_angstrom": [[0.426, 2.005, -0.361], [-1.727, 0.982, 1.397], [0.860, -0.899, -1.196], [0.233, 0.995, 0.341], [0.500, -0.746, 1.519], [0.731, 0.021, 0.607]], "atomic_forces_ev_per_a": [[0.2, -0.1, -0.9], [0.3, 0.0, 0.0], [0.4, -0.2, -0.3], [-2.9, 6.7, -0.9], [0.2, -2.6, 1.9], [1.9, -3.8, 0.1]], "mulliken_charge": [-0.709, -0.170, -0.088, 0.005, -0.754, -0.284]}

# 11
{"formula": "H2N2O2", "method": "wB97M-V/def2-TZVPD", "multiplicity": 1, "charge": 0, "gap_ev": 11.4, "homo_ha": -0.3813, "smiles": "O/N=N/O", "relative_energy_kj_mol": 141.7, "fmax_ha_per_bohr": 0.039, "elements": ["N", "O", "N", "O", "H", "H"], "positions_angstrom": [[-0.450, -0.429, -0.001], [1.693, -0.151, 0.000], [0.450, 0.428, -0.001], [-1.693, 0.151, 0.000], [-2.311, -0.595, 0.000], [2.311, 0.595, 0.000]], "atomic_forces_ev_per_a": [[2.0, -0.1, 0.0], [-0.3, -0.7, 0.0], [-2.0, 0.1, 0.0], [0.3, 0.7, 0.0], [0.4, 0.0, 0.0], [-0.4, 0.0, 0.0]], "mulliken_charge": [-0.056, -0.340, -0.056, -0.340, 0.396, 0.396]}

# 12
{"formula": "H2N2O2", "method": "wB97M-V/def2-TZVPD", "multiplicity": 1, "charge": 0, "gap_ev": [9.9, 9.9], "homo_ha": [-0.3496, -0.3500], "smiles": "O/N=N/O", "relative_energy_kj_mol": 379.2, "fmax_ha_per_bohr": 0.110, "elements": ["H", "N", "N", "H", "O", "O"], "positions_angstrom": [[1.702, -0.802, -1.614], [0.191, -0.548, -0.574], [-0.212, 0.557, 0.534], [-1.666, 0.797, 1.639], [-1.528, 0.542, 0.709], [1.513, -0.545, -0.694]], "atomic_forces_ev_per_a": [[-0.3, -0.1, 0.3], [-3.1, 3.3, 3.3], [3.2, -3.3, -3.2], [0.2, 0.1, -0.4], [-0.5, -0.7, -0.4], [0.5, 0.7, 0.4]], "mulliken_charge": [0.387, -0.083, -0.084, 0.389, -0.305, -0.304]}

- Which formula does entry 9 have?
  H2LiO